Molecular formula: C6H11N2S
Method: DFT, ωB97M-V/def2-TZVPD

Last column: natural (NBO) charge in e.
Cartesian coordinates (Å):
1 C 0.66563 -0.35317 -0.47670  0.4651
2 C -0.90996 -1.94815 0.11349  -0.3451
3 C -0.67803 -0.62446 -0.10815  0.0196
4 C -3.06760 0.08224 -0.20831  -0.3980
5 C -1.20930 1.70308 0.17689  -0.4266
6 C 4.27909 0.26396 0.98580  -0.8421
7 N 1.63699 -0.35273 -1.02572  -0.3328
8 N -1.60773 0.34064 -0.02864  -0.3983
9 S 3.90937 -0.08718 -0.68747  0.6463
10 H -1.91419 -2.36936 0.44747  0.2422
11 H -0.11559 -2.68712 -0.01437  0.2274
12 H -3.59633 1.02698 -0.41055  0.2340
13 H -3.04797 -0.69496 -0.95100  0.2159
14 H -3.53317 -0.37539 0.71870  0.2058
15 H -0.41384 2.04141 -0.50296  0.1978
16 H -2.02133 2.44594 0.21865  0.2431
17 H -0.56657 1.90835 1.10138  0.1942
18 H 5.42632 0.34458 0.89792  0.3260
19 H 4.05307 -0.63492 1.70318  0.2741
20 H 3.93032 1.16939 1.33297  0.2511

Computed properties:
highest occupied orbital energy (spin up / spin down) = -11.8 / -11.8 eV
orbital gap (spin up / spin down) = 0.1700 / 0.1698 hartree
LUMO (spin up / spin down) = -7.19 / -7.19 eV
net charge = +1
electronic energy = -20204.11312 eV

Molecular formula: C9H14
Method: DFT, ωB97M-V/def2-TZVPD

Last column: natural (NBO) charge in e.
Cartesian coordinates (Å):
1 C -0.75777 0.22598 1.39607  -0.6408
2 C 0.32597 -0.73970 1.04950  -0.0306
3 C 0.21952 -2.07160 1.47013  -0.2003
4 C 1.28376 -2.94600 1.37211  -0.2074
5 C 2.35930 -2.57851 0.57342  -0.2196
6 C 2.42395 -1.31469 0.01935  -0.2113
7 C 1.43951 -0.37923 0.30801  -0.2047
8 H -1.71876 0.02413 0.92321  0.2244
9 H -0.57123 1.19008 0.91725  0.2112
10 H -0.91924 0.49341 2.43911  0.2242
11 H -0.74048 -2.35201 1.88909  0.2069
12 H 1.24805 -3.85061 1.96532  0.2155
13 H 3.18736 -3.26814 0.46332  0.2116
14 H 3.34242 -0.97591 -0.44974  0.2128
15 H 1.61993 0.65113 0.03054  0.2073
16 C -1.93714 1.63091 -2.02485  -0.6167
17 C -1.20631 2.88633 -1.53311  -0.6091
18 H -2.02979 1.52037 -3.10899  0.2048
19 H -1.49693 0.67329 -1.75087  0.2071
20 H -2.98040 1.68438 -1.69531  0.2013
21 H -0.69922 2.63086 -0.60270  0.2007
22 H -1.94961 3.66355 -1.40331  0.2073
23 H -0.44289 3.20201 -2.24755  0.2053

Computed properties:
SMILES string = Cc1ccccc1.CC
highest occupied orbital energy = -9.0 eV
orbital gap = 0.3707 hartree
LUMO = 1.04 eV
electronic energy = -9559.60372 eV

Repeat the first record exactly.
Molecular formula: C6H11N2S
Method: DFT, ωB97M-V/def2-TZVPD

Last column: natural (NBO) charge in e.
Cartesian coordinates (Å):
1 C 0.66563 -0.35317 -0.47670  0.4651
2 C -0.90996 -1.94815 0.11349  -0.3451
3 C -0.67803 -0.62446 -0.10815  0.0196
4 C -3.06760 0.08224 -0.20831  -0.3980
5 C -1.20930 1.70308 0.17689  -0.4266
6 C 4.27909 0.26396 0.98580  -0.8421
7 N 1.63699 -0.35273 -1.02572  -0.3328
8 N -1.60773 0.34064 -0.02864  -0.3983
9 S 3.90937 -0.08718 -0.68747  0.6463
10 H -1.91419 -2.36936 0.44747  0.2422
11 H -0.11559 -2.68712 -0.01437  0.2274
12 H -3.59633 1.02698 -0.41055  0.2340
13 H -3.04797 -0.69496 -0.95100  0.2159
14 H -3.53317 -0.37539 0.71870  0.2058
15 H -0.41384 2.04141 -0.50296  0.1978
16 H -2.02133 2.44594 0.21865  0.2431
17 H -0.56657 1.90835 1.10138  0.1942
18 H 5.42632 0.34458 0.89792  0.3260
19 H 4.05307 -0.63492 1.70318  0.2741
20 H 3.93032 1.16939 1.33297  0.2511

Computed properties:
highest occupied orbital energy (spin up / spin down) = -11.8 / -11.8 eV
orbital gap (spin up / spin down) = 0.1700 / 0.1698 hartree
LUMO (spin up / spin down) = -7.19 / -7.19 eV
net charge = +1
electronic energy = -20204.11312 eV